[1]
Molecular formula: C35H41Br2FNO7P
Method: DFT, ωB97M-V/def2-TZVPD

* E_LUMO: -1.69 eV
* HOMO level: -0.3174 Eh
* E_tot: -204851.4921 eV

Geometry (Å):
C: -0.331 2.683 3.108
C: 0.175 1.869 2.188
C: 0.613 0.459 1.527
C: 1.450 -0.643 2.346
O: 1.783 -0.294 3.714
C: 2.837 0.715 3.768
C: 2.577 1.858 4.921
O: 3.393 3.039 4.661
C: 2.712 3.953 3.750
C: 3.685 5.268 3.604
C: 1.867 -2.046 1.765
C: 2.669 -3.174 2.587
Br: 1.504 -3.602 4.190
C: 4.182 -2.775 3.004
C: 4.386 -2.405 4.566
Br: 4.980 -1.295 1.931
C: 1.416 -2.368 0.259
C: 1.712 -3.765 -0.482
C: 3.211 -3.922 -1.071
C: 3.743 -2.662 -1.931
C: 5.231 -2.160 -1.555
O: 6.092 -3.182 -0.985
C: 0.594 -1.283 -0.560
C: 0.183 0.149 0.041
C: -0.645 1.190 -0.908
O: -0.389 2.432 -0.996
C: -1.823 0.487 -1.795
C: -3.238 1.172 -2.061
C: -3.552 2.641 -1.490
C: -3.355 2.817 0.105
C: -2.737 4.315 0.329
C: -2.633 4.752 1.881
C: -4.275 0.292 -2.919
C: -5.755 0.930 -3.178
C: -5.905 1.650 -4.613
F: -5.730 3.085 -4.389
C: -3.951 -1.129 -3.517
P: -5.098 -2.191 -4.575
N: -4.305 -2.690 -5.899
O: -6.493 -1.371 -5.150
O: -5.496 -3.642 -3.700
C: -2.502 -1.752 -3.205
C: -2.056 -3.221 -3.716
C: -1.950 -4.454 -4.194
C: -1.428 -0.959 -2.376
C: 0.068 -1.543 -2.081
O: 0.761 -2.113 -2.986
H: -0.738 3.360 3.957
H: 3.842 0.213 4.077
H: 3.021 1.235 2.759
H: 1.462 2.084 5.086
H: 2.996 1.402 5.911
H: 1.732 4.292 4.251
H: 2.507 3.521 2.705
H: 3.242 6.120 4.248
H: 3.761 5.550 2.479
H: 4.730 4.925 3.993
H: 2.737 -4.181 2.004
H: 4.846 -3.712 2.805
H: 4.578 -3.320 5.248
H: 3.554 -1.706 4.986
H: 5.365 -1.769 4.620
H: 1.579 -4.619 0.305
H: 0.965 -3.996 -1.322
H: 3.901 -4.249 -0.210
H: 3.175 -4.826 -1.809
H: 3.056 -1.739 -1.904
H: 3.782 -2.991 -3.051
H: 5.125 -1.208 -0.907
H: 5.754 -1.804 -2.540
H: 6.946 -2.803 -0.658
H: -4.588 3.057 -1.758
H: -2.781 3.358 -1.996
H: -2.747 1.988 0.618
H: -4.401 2.847 0.623
H: -1.743 4.481 -0.236
H: -3.505 5.035 -0.180
H: -3.148 5.771 2.120
H: -2.985 3.945 2.627
H: -1.499 4.942 2.094
H: -6.065 1.691 -2.370
H: -6.489 0.029 -3.055
H: -5.234 1.221 -5.441
H: -7.004 1.482 -4.953
H: -4.245 -3.722 -5.909
H: -6.677 -1.820 -6.027
H: -5.056 -3.597 -2.801
H: -1.927 -5.605 -4.307

[2]
Molecular formula: C35H41Cl2MoN2OP3
Method: DFT, ωB97M-V/def2-TZVPD

* 2S+1: 3
* E_LUMO (spin up / spin down): -6.41 / -6.39 eV
* HOMO level (spin up / spin down): -0.4919 / -0.5037 Eh
* net charge: +2
* E_tot: -96738.7564 eV

Geometry (Å):
P: 0.967 1.319 -2.084
C: 2.681 1.597 -2.451
C: 3.250 1.052 -3.611
H: 2.663 0.389 -4.248
C: 4.568 1.349 -3.956
H: 4.995 0.917 -4.859
C: 5.331 2.191 -3.148
H: 6.360 2.418 -3.418
C: 4.773 2.742 -1.996
H: 5.362 3.402 -1.361
C: 3.453 2.453 -1.643
H: 3.031 2.901 -0.744
C: 0.419 -0.063 -3.085
C: 0.963 -1.339 -2.838
H: 1.727 -1.450 -2.066
C: 0.532 -2.441 -3.573
H: 0.969 -3.418 -3.366
C: -0.428 -2.286 -4.566
H: -0.753 -3.151 -5.146
C: -0.967 -1.031 -4.830
H: -1.713 -0.904 -5.614
C: -0.558 0.077 -4.097
H: -0.994 1.063 -4.289
C: 0.117 2.802 -2.590
C: 0.535 3.501 -3.745
H: 1.349 3.101 -4.347
C: -0.078 4.699 -4.099
H: 0.255 5.224 -4.991
C: -1.102 5.225 -3.312
H: -1.573 6.166 -3.593
C: -1.516 4.559 -2.161
H: -2.300 4.972 -1.533
C: -0.911 3.360 -1.795
H: -1.211 2.837 -0.889
Mo: 0.061 -0.084 2.445
C: -1.780 -0.973 1.896
C: -2.177 -0.950 0.589
H: -2.368 -1.450 2.667
C: -1.218 -0.316 -0.404
O: -1.921 0.572 -1.245
H: -1.174 0.975 -1.851
C: -0.058 0.299 0.322
H: -0.811 -1.127 -1.068
C: 0.865 0.976 -0.314
Cl: -0.419 -1.038 4.606
Cl: 2.181 0.994 2.567
P: 1.237 -2.149 2.076
C: 2.080 -2.676 3.581
H: 1.348 -3.093 4.293
H: 2.567 -1.810 4.059
H: 2.843 -3.442 3.347
C: 0.218 -3.567 1.615
H: -0.265 -3.391 0.635
H: -0.580 -3.711 2.366
H: 0.816 -4.499 1.549
C: 2.530 -2.089 0.829
H: 3.038 -1.112 0.865
H: 2.097 -2.215 -0.178
H: 3.281 -2.889 0.993
P: -3.701 -1.730 -0.009
C: -4.343 -2.779 1.262
C: -3.317 -2.684 -1.463
H: -4.620 -2.203 2.166
H: -3.622 -3.565 1.557
H: -5.259 -3.271 0.875
H: -2.978 -2.029 -2.287
H: -4.233 -3.220 -1.794
H: -2.528 -3.432 -1.263
C: -4.929 -0.535 -0.453
H: -5.120 0.166 0.379
H: -5.878 -1.056 -0.698
H: -4.599 0.044 -1.334
H: 1.750 1.329 0.219
N: -0.012 -0.137 9.719
C: -0.009 -0.138 8.563
C: -0.027 0.078 7.047
C: 1.163 0.430 6.385
C: 1.189 1.120 5.242
N: 0.113 1.491 4.436
C: -0.982 1.448 5.213
C: -1.059 0.800 6.418
H: 2.140 0.247 6.943
H: 2.255 1.386 4.897
H: -1.953 1.906 4.749
H: -2.029 0.867 7.037

[3]
Molecular formula: C35H41ClF3SbV
Method: DFT, ωB97M-V/def2-TZVPD

* 2S+1: 4
* E_LUMO (spin up / spin down): 0.40 / 0.23 eV
* HOMO level (spin up / spin down): -0.2856 / -0.3182 Eh
* E_tot: -89861.4932 eV

Geometry (Å):
V: 1.635 -0.493 -0.561
C: 3.369 -0.433 0.757
C: 2.248 0.112 1.470
C: 1.882 1.335 0.789
C: 2.731 1.425 -0.356
C: 3.676 0.368 -0.359
C: 4.870 0.253 -1.287
C: 5.742 1.499 -1.104
C: 5.689 -0.990 -0.949
C: 4.403 0.165 -2.745
C: 0.938 2.498 1.151
C: 1.088 2.890 2.624
C: -0.535 2.213 0.822
C: 1.321 3.740 0.334
C: 1.756 -0.616 2.735
C: 0.245 -0.525 2.952
C: 2.510 -0.091 3.967
C: 2.069 -2.116 2.620
H: 3.944 -1.287 1.075
H: 2.754 2.243 -1.057
H: 6.007 1.635 -0.051
H: 5.220 2.400 -1.441
H: 6.667 1.404 -1.683
H: 6.053 -0.958 0.083
H: 6.557 -1.051 -1.610
H: 5.096 -1.900 -1.079
H: 3.848 1.062 -3.035
H: 3.753 -0.699 -2.891
H: 5.261 0.068 -3.417
H: 0.739 2.122 3.310
H: 0.505 3.795 2.817
H: 2.136 3.103 2.859
H: -0.881 1.291 1.280
H: -0.667 2.132 -0.257
H: -1.174 3.033 1.171
H: 2.366 4.018 0.496
H: 0.692 4.578 0.646
H: 1.160 3.593 -0.738
H: -0.117 0.492 3.087
H: -0.031 -1.089 3.847
H: -0.290 -0.969 2.109
H: 2.335 0.969 4.137
H: 3.586 -0.232 3.834
H: 2.200 -0.638 4.862
H: 1.712 -2.531 1.676
H: 1.569 -2.648 3.433
H: 3.138 -2.325 2.705
F: -4.784 -4.583 -4.808
C: -4.121 -3.755 -3.979
C: -2.746 -3.768 -3.994
C: -2.068 -2.904 -3.137
C: -2.765 -2.050 -2.286
C: -4.163 -2.070 -2.298
C: -4.851 -2.926 -3.146
Sb: -1.748 -0.690 -0.986
C: -2.986 0.972 -1.568
C: -3.627 1.862 -0.709
C: -4.295 2.981 -1.198
C: -4.295 3.207 -2.557
F: -4.921 4.298 -3.034
C: -3.680 2.351 -3.447
C: -3.024 1.235 -2.941
C: -2.792 -1.347 0.780
C: -3.066 -2.712 0.907
C: -3.656 -3.227 2.056
C: -3.969 -2.358 3.080
F: -4.542 -2.847 4.195
C: -3.711 -1.005 3.004
C: -3.110 -0.510 1.851
H: -2.222 -4.439 -4.662
H: -0.983 -2.909 -3.136
H: -4.725 -1.416 -1.639
H: -5.932 -2.956 -3.170
H: -3.639 1.689 0.360
H: -4.807 3.671 -0.538
H: -3.718 2.558 -4.510
H: -2.555 0.551 -3.642
H: -2.828 -3.395 0.098
H: -3.872 -4.284 2.161
H: -3.966 -0.360 3.837
H: -2.880 0.549 1.816
Cl: 1.272 -2.258 -1.789